Record 1
ORCA calculation (the ωB97M-V functional and the def2-TZVPD basis) on C5H4 in the gas phase.

```
9
Properties=species:S:1:pos:R:3:forces:R:3
C -2.16334 -1.94365 1.20225 0.349 0.753 -0.036
C -1.23548 -1.44080 0.62218 -0.280 -0.042 0.209
C -0.25454 -0.64519 0.08828 0.360 0.338 -0.186
C 0.49683 0.23768 -0.23980 -0.195 -0.400 0.029
C 1.40717 1.28960 -0.64841 0.116 0.078 -0.076
H -2.98101 -1.89410 1.86947 -0.445 -0.744 0.120
H 1.87227 1.75584 0.22549 -0.033 -0.054 -0.143
H 0.87143 2.05887 -1.21269 0.116 -0.085 0.056
H 2.18884 0.86446 -1.28201 0.011 0.156 0.027
```
Forces are in eV/Å.

SMILES string = C#CC#CC
LUMO = 0.94 eV
energy = -192.78431 Eh
HOMO-LUMO gap = 10.24 eV
E_HOMO = -9.3 eV
energy above the lowest of the compared OMol25 structures with the same formula, charge and spin = 6.2 kcal per mole

=====

Record 2
ORCA calculation (the ωB97M-V functional and the def2-TZVPD basis) on 14 unconnected molecules or ions with the total composition C5H40N2O13 in a non-equilibrium geometry.

```
60
Properties=species:S:1:pos:R:3:forces:R:3
C -1.22202 2.21757 -0.38022 1.131 3.378 -0.525
C -0.68973 0.94306 0.25829 -1.907 -2.640 -2.154
C -1.84955 -0.11992 0.08920 -1.512 -0.940 -0.277
C -1.73113 -1.53418 0.71696 -0.205 -0.055 -1.644
C -1.97807 -2.64129 0.00770 1.120 -0.739 -2.495
N -1.40726 -1.71020 2.12448 0.336 -1.684 0.723
N 0.41243 0.22298 -0.60151 -1.145 -0.718 -0.509
H -0.40448 2.87455 -0.81856 -0.378 -1.081 0.500
H -1.58715 2.99857 0.34578 0.026 -1.577 -0.423
H -1.94793 2.23176 -1.20982 0.247 -1.102 0.510
H -0.32622 1.09741 1.25006 0.220 -0.130 0.231
H -1.93929 -0.40207 -1.04431 0.089 1.064 2.040
H -2.87416 0.28254 0.37087 1.334 -0.102 -0.156
H -1.81726 -3.75713 0.25057 -0.768 2.409 0.208
H -2.06442 -2.48808 -1.13773 -0.307 -0.213 2.277
H -1.05045 -0.87902 2.59740 -0.139 0.384 0.324
H -2.30927 -1.98600 2.60573 1.590 0.070 -0.172
H -0.62007 -2.49462 2.13559 -1.910 1.034 0.277
H 0.66426 0.99420 -1.25780 0.884 -1.346 0.526
H 1.21109 -0.25008 -0.06239 -0.982 1.540 -1.189
H -0.07229 -0.56066 -1.18738 1.041 1.719 0.850
H 1.83472 -2.07643 -2.08972 0.885 -0.089 1.502
H 1.90194 -1.76094 -3.53948 1.082 0.344 -1.331
O 1.30620 -2.00584 -2.86363 -1.793 -0.232 -0.439
H 1.17746 0.86038 3.65673 1.914 -1.360 -0.523
H 2.75279 0.67580 3.90838 -1.900 -0.989 -1.548
O 1.98280 0.32368 3.32509 -0.197 2.484 2.193
H -0.05320 -4.93069 1.14966 1.001 1.818 0.336
H 0.98629 -3.66708 1.39226 1.452 -0.283 0.357
O 0.10999 -3.94150 1.19340 -1.917 -1.609 -0.216
H 2.53319 3.53036 1.13842 2.312 -0.605 -2.124
H 1.85444 4.85563 1.72987 0.712 2.652 -0.410
O 1.91677 3.94589 1.66239 -3.391 -2.244 2.484
H -0.86354 0.76806 -3.74812 0.004 0.958 1.162
H -1.26008 2.22278 -4.09122 0.986 -0.898 1.884
O -0.84206 1.68419 -3.33082 -0.941 0.344 -2.972
H -3.33391 -3.50106 -2.94500 -0.170 -0.896 -0.734
H -3.91688 -2.13086 -3.45752 -0.815 -0.152 -1.049
O -3.47736 -2.58749 -2.76040 0.696 1.123 1.456
H -2.02691 -1.32124 -3.11585 0.817 -0.837 -0.380
H -0.31098 -1.48250 -3.42219 -2.614 0.662 0.975
O -1.14171 -0.91808 -3.15453 1.929 -0.304 -0.329
H 3.83987 -1.85454 -0.96365 -0.582 -0.185 0.677
H 2.73537 -2.24126 0.09838 -0.156 -1.921 2.563
O 2.95500 -1.68432 -0.58974 0.766 2.201 -3.187
H 3.46959 1.43878 -0.57894 -2.012 0.692 0.082
H 2.36840 2.36442 -1.22447 0.004 0.872 -0.866
O 2.51053 1.74872 -0.51138 2.579 -1.203 1.026
H -1.32662 3.40752 2.49213 -1.221 1.710 0.465
H 0.09243 3.12256 1.93529 -0.254 0.077 0.484
O -0.72390 2.72429 2.32487 1.997 -1.001 0.098
H -1.65381 0.96152 4.52753 -1.784 0.299 1.809
H -0.78763 1.37319 3.48923 0.517 1.473 -1.327
O -0.98126 0.60573 4.00105 1.194 -1.856 -0.688
H 1.54572 3.97158 -2.98151 0.677 1.092 -0.807
H 0.63831 2.92375 -2.60681 -3.181 -2.113 -1.288
O 1.37877 3.34794 -2.29936 2.417 1.077 1.697
H 1.80351 -1.16724 2.56730 1.019 -0.381 0.564
H 2.60142 -2.62166 2.53771 -0.117 0.845 0.564
O 2.00732 -2.00347 2.09174 -0.680 -0.838 -1.083
```
Forces are in eV/Å.

LUMO = -4.91 eV
energy = -1301.54303 Eh
charge = +2
HOMO-LUMO gap = 10.94 eV
E_HOMO = -15.9 eV
energy above the lowest of the compared OMol25 structures with the same formula, charge and spin = 28.2 kcal per mole

=====

Record 3
ORCA calculation (the ωB97M-V functional and the def2-TZVPD basis) on 16 unconnected molecules or ions with the total composition C5H41NO15 in a non-equilibrium geometry.

```
62
Properties=species:S:1:pos:R:3:forces:R:3
C -0.58242 0.01065 1.47654 -1.692 3.255 -0.589
C 0.02604 -1.05074 0.57757 -0.659 -1.334 1.967
N 0.13007 -2.49794 -2.07196 1.592 1.642 -0.889
C 0.81722 -1.23930 -1.81082 -1.948 -1.247 0.485
C 0.61887 -0.59198 -0.69063 1.106 2.870 2.724
C 1.44737 -0.58706 -2.94014 -1.900 0.758 -3.207
H 0.11094 0.19876 2.27390 0.448 1.085 0.064
H -1.50425 -0.11547 2.15457 0.834 -0.696 -1.669
H -0.82819 0.99457 0.81890 0.704 -1.990 1.821
H 0.76864 -1.53134 1.30951 -0.962 -0.067 -1.602
H -0.79492 -1.70777 0.37189 0.024 -0.924 -0.109
H 0.80140 -3.16432 -2.41839 -0.272 -0.444 -0.036
H -0.47942 -2.84653 -1.36410 -0.006 -0.217 0.679
H 1.04246 0.44588 -0.46955 -0.453 -1.216 -1.278
H 2.25545 -1.14953 -3.34670 0.907 -0.367 -0.280
H 1.72157 0.48319 -2.84484 -0.021 -0.886 0.451
H 0.61418 -0.65316 -3.77532 1.605 0.306 1.234
H -0.91907 1.68345 -3.41242 -0.190 -0.212 0.239
H 0.44845 2.35116 -3.27328 0.672 -0.269 -0.049
O -0.47004 2.53745 -3.42474 -0.272 0.645 -0.381
H -2.25289 -3.11562 0.66515 -1.898 -1.596 -2.095
H -2.53004 -4.46520 0.05792 0.444 -1.076 0.027
O -2.90736 -3.60338 0.01697 0.748 2.773 1.706
H -0.00778 2.72783 1.90747 1.194 2.198 0.378
H 0.44009 4.26280 2.15297 -1.208 1.558 -0.203
O 0.74027 3.38685 2.11466 0.136 -3.711 -0.181
H -0.47800 -3.63210 1.91598 0.445 0.410 1.765
H 0.27194 -4.39459 0.78031 -1.678 1.223 0.672
O -0.57594 -3.89774 1.02112 1.919 -2.246 -2.230
H -2.01187 -0.15693 -2.27206 -0.083 -0.502 -0.181
H -2.28610 -0.03306 -3.78343 -0.318 -1.029 -1.088
O -2.11579 0.45578 -3.00561 0.605 1.525 0.660
H 3.77619 -0.64502 -0.57648 -0.419 0.716 0.101
H 2.87072 0.64361 -0.31885 0.879 -0.798 -0.449
O 3.68221 0.30673 -0.75753 -0.071 0.058 0.327
H 2.37614 -0.76677 3.98088 0.755 0.597 1.634
H 1.57999 -0.15792 2.85128 0.737 -0.168 0.213
O 2.08821 -0.94279 3.11462 -0.984 -0.590 -1.619
H -0.98227 -2.63141 4.14265 0.335 0.017 0.098
H 0.51411 -3.02568 3.91585 1.152 0.479 0.517
O -0.36104 -3.11065 3.58673 -1.459 -0.341 -0.462
H -2.58610 3.60771 1.86021 -3.299 3.932 3.136
H -2.56328 2.85538 0.61856 0.732 -0.053 0.850
O -2.05346 3.03914 1.45725 2.616 -3.784 -3.305
H 3.40902 -3.41807 1.76299 4.921 0.100 3.111
H 2.60089 -2.56749 0.87800 -0.163 -0.623 0.405
O 2.65873 -3.44381 1.30673 -4.882 0.415 -3.530
H -0.36700 4.47132 -1.99913 -0.099 -1.015 2.414
H -1.13634 3.62003 -0.96959 -1.204 -0.723 -0.006
O -0.33565 4.10846 -1.03880 0.950 2.031 -2.348
H 2.05837 2.85917 -0.66491 0.231 -0.395 5.378
H 1.17072 3.17380 -1.71410 -2.469 0.840 -0.179
O 2.04952 2.95370 -1.54334 2.457 -0.461 -4.952
H -4.15368 -1.40157 -1.60403 -0.764 -0.685 -0.925
H -3.46571 -1.06973 -0.38762 0.433 -0.028 0.556
O -3.42515 -0.87232 -1.32342 0.119 0.389 1.024
H -3.86129 2.59444 -1.42171 -0.003 0.698 0.370
H -2.81852 1.60260 -1.21355 0.088 1.477 0.814
O -3.07743 2.51320 -0.85544 -0.252 -2.362 -1.904
H 3.55282 2.26034 2.25656 -0.725 -1.471 1.553
H 2.29777 2.51919 2.96291 -0.175 -0.592 0.329
O 2.99060 1.81980 2.98186 0.742 2.119 -1.957
```
Forces are in eV/Å.

LUMO = 0.08 eV
energy = -1398.33500 Eh
HOMO-LUMO gap = 8.42 eV
E_HOMO = -8.3 eV
energy above the lowest of the compared OMol25 structures with the same formula, charge and spin = 124.8 kcal per mole

=====

Record 4
ORCA calculation (the ωB97M-V functional and the def2-TZVPD basis) on 16 unconnected molecules or ions with the total composition C5H41O16 in a non-equilibrium geometry.

```
62
Properties=species:S:1:pos:R:3:forces:R:3
C 0.62520 0.41358 -0.10729 -0.246 1.899 3.855
O 1.13169 -0.79483 -0.31924 0.330 -3.123 -0.103
C 1.26511 1.02148 1.23727 1.988 0.069 -2.910
C 2.60348 1.81365 0.88715 -0.668 -0.945 2.453
C 3.78799 1.23938 1.75094 -4.059 -3.422 -1.162
C 2.48761 3.29110 1.11606 -0.604 2.351 -0.541
H 1.08896 1.06546 -0.82355 -1.201 0.973 -1.079
H -0.51386 0.44226 0.12289 1.776 0.107 -1.249
H 1.55916 0.23195 1.87813 0.234 -0.961 0.102
H 0.51734 1.49149 1.77360 -0.695 1.939 0.633
H 2.78397 1.57088 -0.13648 0.459 0.208 -0.803
H 4.56246 1.88011 1.78492 2.361 2.682 1.395
H 3.28194 0.73257 2.66388 1.794 1.158 -1.043
H 4.24603 0.48621 1.10174 -0.313 -0.795 0.428
H 2.03893 3.74959 0.17197 0.940 -0.132 1.131
H 3.44667 3.79554 1.47541 -0.975 -0.591 -1.057
H 1.75821 3.61393 1.88875 0.229 -0.690 -0.170
H -0.22359 -2.80644 1.61781 1.106 0.394 0.830
H -1.45589 -3.81025 1.41985 0.869 1.484 -0.537
O -1.02542 -2.96279 1.10519 -1.903 -2.743 1.026
H -1.64739 -1.21657 1.16894 -2.587 0.146 2.357
H -2.81519 -1.88127 2.11869 0.879 1.688 -1.017
O -2.43678 -0.99098 1.83434 1.839 -1.683 -2.002
H -0.50120 -0.23689 3.51002 0.606 0.097 0.172
H 0.80444 0.64555 3.51575 -1.438 -0.255 -0.004
O -0.18201 0.67771 3.57846 0.781 -0.836 1.138
H -1.89383 -1.33733 -3.91084 -1.341 -0.017 1.162
H -2.96897 -0.86690 -2.71164 0.505 -1.016 -0.707
O -2.30672 -0.62034 -3.37468 -0.348 0.881 -1.026
H 0.46243 -2.31664 -1.26983 -1.713 -0.270 0.271
H -0.63150 -2.90024 -0.30567 0.166 0.052 -0.323
O -0.41785 -2.79536 -1.25015 1.333 0.088 -1.429
H -3.23380 -2.95634 -0.95557 0.866 -0.947 -0.190
H -3.24160 -1.41216 -0.66255 -1.381 -1.868 -0.493
O -3.83567 -2.25159 -0.80531 0.394 2.635 0.531
H -1.12697 2.04354 1.21217 0.825 0.494 -1.607
H -1.29261 1.25837 2.47144 -0.544 1.798 -0.362
O -1.63663 2.07334 1.99211 -1.056 -1.275 1.378
H -1.71168 0.94470 -3.42900 0.596 -0.130 0.018
H -0.33330 0.74442 -2.88191 0.805 -1.134 0.427
O -0.90355 1.43108 -3.16769 -0.801 1.623 -0.672
H -4.11935 0.17711 3.32257 -1.913 1.181 -1.882
H -2.69936 -0.40773 3.25406 -2.237 1.013 1.479
O -3.48222 -0.15755 3.88456 3.519 -1.665 1.428
H -1.74930 -2.88577 -2.57429 0.742 -0.579 -2.732
H -0.88429 -3.09889 -3.84348 2.803 -0.348 -0.376
O -1.76787 -3.08600 -3.60113 -2.892 0.081 2.692
H 3.93607 1.18684 -2.86839 1.096 -0.423 0.370
H 2.53677 0.83814 -2.80637 -2.080 -2.702 1.380
O 3.09282 1.43953 -3.19396 1.146 3.316 -1.987
H 2.36729 -1.77509 -2.59418 1.164 1.200 0.555
H 1.98232 -0.81149 -1.39300 1.844 -0.697 -0.283
O 2.83299 -1.04382 -2.09150 -2.597 -1.024 -0.136
H 1.10692 -1.49681 0.94823 -0.211 0.770 1.028
H 1.87698 -2.29966 1.96270 0.752 -0.532 0.636
O 1.08629 -1.77662 2.04803 -0.357 -0.400 -2.044
H -2.28123 0.35241 -0.00136 -0.866 0.493 -2.270
H -2.62703 0.70416 -1.57676 -0.701 3.489 -1.939
O -2.40798 0.08199 -0.96660 0.962 -3.431 5.066
H -0.05476 3.72169 -2.28705 -0.696 -1.163 2.148
H -0.54419 2.48249 -1.53240 -0.801 -2.759 -0.991
O -0.31651 3.35408 -1.37577 1.514 4.246 -0.961
```
Forces are in eV/Å.

LUMO = 2.12 eV
energy = -1418.84134 Eh
charge = -1
HOMO-LUMO gap = 8.23 eV
E_HOMO = -6.1 eV
energy above the lowest of the compared OMol25 structures with the same formula, charge and spin = 186.9 kcal per mole

=====

Record 5
ORCA calculation (the ωB97M-V functional and the def2-TZVPD basis) on 14 unconnected molecules or ions with the total composition C5H42N3O13 in a non-equilibrium geometry.

```
63
Properties=species:S:1:pos:R:3:forces:R:3
N 0.61724 1.38626 0.45001 -0.363 -2.672 -1.304
C 1.13820 -0.13617 0.29317 1.236 1.470 -1.309
C 0.22512 -1.24568 0.82707 -1.840 3.805 -0.300
N -1.02376 -1.15643 0.08585 -1.429 -4.960 -0.700
C -0.83808 -2.19380 -1.05619 0.089 3.606 -1.107
C -1.04784 -3.64468 -0.72610 -2.532 0.247 -2.757
C -1.67210 -1.64779 -2.26037 -3.021 1.611 2.050
N -0.94902 -1.45992 -3.45820 2.166 -0.813 -1.174
H 1.01369 2.06423 -0.40319 -1.510 -2.750 3.275
H 0.86749 1.64167 1.44889 -0.152 -0.293 -1.892
H 0.29513 3.57303 -0.95019 0.410 0.041 -1.221
H 2.01354 -0.12572 1.00135 -0.331 -0.024 -2.069
H 1.29758 -0.22633 -0.92270 0.080 0.030 3.382
H -0.22497 -1.01297 1.76346 1.230 0.144 1.622
H 0.74881 -2.15252 0.85268 0.579 -1.496 0.190
H -1.70222 -1.78976 0.64571 0.880 2.059 -0.564
H 0.21269 -1.97573 -1.39536 -0.729 -0.583 0.261
H -1.09883 -3.92055 0.28094 -0.966 -0.016 1.779
H -1.93572 -4.02334 -1.42638 1.809 0.380 2.048
H -0.18936 -4.15129 -0.99237 1.776 -1.371 -1.169
H -2.65432 -2.25738 -2.40313 1.754 0.830 0.010
H -2.09565 -0.55532 -2.01033 0.800 -2.306 0.183
H 0.06922 -1.67016 -3.32730 -0.945 0.542 0.148
H -1.18967 -2.23338 -4.03133 -0.337 -0.520 -1.274
H 2.66321 1.21909 -4.30502 0.335 0.857 0.055
H 2.09090 -0.05484 -4.03289 -0.164 -0.859 0.507
O 2.25508 0.76975 -3.56352 0.042 -0.317 -0.574
H -5.02791 0.08821 1.48398 1.997 2.087 0.939
H -3.83812 1.08482 1.25155 2.913 1.829 -4.172
O -4.36520 0.76788 1.89073 -4.919 -3.765 2.901
H 3.56418 -3.18645 -0.51992 -2.262 1.752 0.258
H 2.03272 -2.39690 -0.38542 1.358 -1.084 -0.159
O 2.99450 -2.34192 -0.56764 1.407 -0.756 0.794
H 2.99837 -3.11229 -3.22882 -0.314 1.933 0.752
H 3.11629 -1.69365 -2.29204 -1.083 -2.266 -1.919
O 2.61812 -2.20426 -3.04542 0.945 0.426 0.109
H 2.31873 -0.98916 2.48515 -0.668 -0.324 0.346
H 1.62264 -1.81797 3.60851 -1.892 0.537 1.020
O 2.34271 -1.77427 3.02999 2.756 -1.654 -1.407
H -1.87999 1.28311 -0.89578 -0.006 -0.007 0.952
H -3.24270 1.69148 -1.09575 -0.189 0.327 0.946
O -2.59395 1.68732 -0.35805 -0.172 -0.418 -1.910
H 1.61899 0.78179 3.56843 -2.451 0.586 1.031
H 2.81790 0.29415 3.39361 3.718 -1.807 1.521
O 2.22666 0.72624 2.86012 -1.177 2.637 -2.060
H 0.17839 4.08950 -3.26712 1.576 -0.366 1.394
H 1.56691 3.61063 -2.59021 0.855 -0.629 -0.941
O 0.74912 4.04728 -2.44512 -1.664 2.551 -1.172
H -0.65229 4.44867 -0.26626 1.232 -2.478 1.017
H -0.47339 1.26732 0.38090 2.609 1.057 0.202
O -0.14408 3.55476 -0.10248 -2.268 3.969 0.208
H 0.12730 3.03794 1.88544 -0.867 1.393 0.152
H -1.20409 3.21470 2.62951 -6.644 7.404 3.879
O -0.64984 2.68139 2.31625 6.932 -8.297 -3.174
H -3.27660 -0.32904 4.14158 2.606 -1.077 -3.047
H -2.86723 -0.26422 2.57968 -0.731 0.338 0.031
O -2.56466 -0.65448 3.40334 -1.926 0.674 3.039
H -0.56784 -0.19717 3.55880 0.006 -1.103 1.505
H -0.39350 -1.27640 4.74243 -1.089 -0.245 0.251
O 0.05084 -0.66037 4.18182 0.983 1.470 -1.220
H 0.50234 1.11856 -2.73321 3.116 -5.236 -3.842
H -0.81244 1.81807 -2.58650 0.414 -0.107 -0.088
O 0.11154 1.76379 -2.30632 -3.968 4.011 3.769
```
Forces are in eV/Å.

LUMO = -2.50 eV
energy = -1357.60956 Eh
charge = +1
HOMO-LUMO gap = 9.70 eV
E_HOMO = -12.2 eV
energy above the lowest of the compared OMol25 structures with the same formula, charge and spin = 156.3 kcal per mole

=====

Record 6
ORCA calculation (the ωB97M-V functional and the def2-TZVPD basis) on C5H4BrFO in the gas phase in a non-equilibrium geometry.

```
12
Properties=species:S:1:pos:R:3:forces:R:3
C 0.24270 0.90418 0.23808 0.767 -2.415 -0.632
C -0.01806 -0.48105 0.06472 1.536 4.468 -0.049
C -1.36764 -0.79082 0.10660 -1.782 -0.864 0.091
C -1.06298 2.68070 -0.49772 -0.960 0.607 0.301
C 1.14605 -1.34269 -0.15690 -1.665 -2.429 0.250
O -0.68565 1.84925 0.45942 -1.556 0.842 0.301
F -2.07873 3.42900 0.02383 1.731 -1.402 -0.264
Br -1.52700 -2.67975 -0.08208 -0.485 0.105 0.042
H 1.26601 1.32624 0.25841 -0.557 -0.450 -0.082
H 2.02238 -0.78191 -0.22050 1.596 0.480 -0.605
H 1.16607 -1.97484 0.71860 0.571 -0.240 0.592
H 0.89684 -2.13830 -0.91245 0.804 1.297 0.055
```
Forces are in eV/Å.

LUMO = -1.73 eV
energy = -2941.81267 Eh
HOMO-LUMO gap = 7.17 eV
E_HOMO = -8.9 eV
energy above the lowest of the compared OMol25 structures with the same formula, charge and spin = 108.8 kcal per mole